[1]
{"formula": "C3H12N2", "method": "ωB97M-V/def2-TZVPD", "symbols": ["C", "N", "C", "H", "H", "H", "H", "H", "H", "H", "C", "N", "H", "H", "H", "H", "H"], "coordinates": [[-4.45248, -3.10855, -0.34011], [-2.97622, -2.71645, -0.36452], [-2.47083, -1.32431, -0.23558], [-4.83733, -2.17952, -0.76575], [-4.66131, -3.84417, -1.06974], [-4.89068, -2.99530, 0.61022], [-2.52417, -3.08300, 0.43415], [-2.56405, -0.92345, 0.87792], [-3.03947, -0.62730, -0.85432], [-1.41167, -1.30621, -0.55062], [5.40102, 3.13319, 0.33513], [3.99526, 3.37606, 0.33622], [5.74638, 2.78700, -0.57555], [5.49733, 2.49637, 1.20655], [6.09285, 3.92287, 0.54876], [3.61269, 3.60940, -0.55623], [3.48265, 2.78335, 0.96348]], "atomic_forces_ev_per_a": [[2.55, 4.60, -1.16], [-0.03, -0.26, -0.02], [-1.22, 0.40, 1.51], [-0.65, -0.04, -0.59], [-0.25, -1.31, 0.10], [-0.57, -1.26, 1.42], [0.34, -1.47, 0.63], [0.30, -0.60, -2.04], [0.07, -0.07, -0.10], [-0.54, 0.00, 0.25], [-0.50, -0.06, 2.13], [-0.14, 1.28, 0.17], [0.75, -1.64, -1.73], [0.92, -0.83, -0.33], [-0.13, 1.42, 0.32], [-0.59, -0.23, 0.02], [-0.31, 0.05, -0.58]], "mulliken_charge": [-0.742, -0.433, -0.702, 0.250, 0.316, 0.315, 0.226, 0.226, 0.302, 0.242, -0.642, -0.455, 0.237, 0.248, 0.227, 0.184, 0.202], "orbital_gap_ev": 9.86, "e_above_lowest_kcal_mol": 45.6, "spin_multiplicity": 1, "lumo_ha": 0.04123, "charge": 0, "smiles": "CNC.CN"}



[2]
{"formula": "C7H31NO8", "method": "ωB97M-V/def2-TZVPD", "symbols": ["C", "C", "C", "N", "C", "C", "C", "C", "H", "H", "H", "H", "H", "H", "H", "H", "H", "H", "H", "H", "H", "H", "H", "H", "H", "O", "H", "H", "O", "H", "H", "O", "H", "H", "O", "H", "H", "O", "H", "H", "O", "H", "H", "O", "H", "H", "O"], "coordinates": [[0.82366, 0.76523, -1.04424], [1.51684, 0.64070, -2.40095], [-0.50412, -0.04268, -0.86279], [-0.46276, -0.73173, 0.42063], [-1.18078, -2.05178, 0.63039], [-1.33043, -2.35617, 2.09142], [-1.50097, -0.89944, 2.69810], [-1.18728, 0.05564, 1.54604], [0.65856, 1.83591, -0.87751], [1.54434, 0.54219, -0.24102], [0.91500, 1.03263, -3.27880], [1.95372, -0.23141, -2.62567], [2.33109, 1.42278, -2.28488], [-0.63732, -0.77446, -1.79709], [-1.36678, 0.70902, -0.93612], [-0.76178, -2.91098, -0.04773], [-2.11400, -1.93225, 0.19937], [-0.49406, -2.94334, 2.51075], [-2.26981, -2.73998, 2.31110], [-0.78718, -0.71320, 3.51037], [-2.51267, -0.75162, 3.14130], [-2.09000, 0.52536, 1.11521], [-0.36593, 0.81623, 1.75738], [2.19672, -2.24893, 1.95509], [2.14777, -3.46238, 1.09864], [2.21611, -3.20960, 2.02820], [2.73087, -0.44399, 0.56849], [1.33396, -0.44109, 1.09313], [2.20769, -0.48172, 1.36596], [-1.59955, 3.58057, -0.12417], [-2.16892, 3.47602, 1.41123], [-2.29971, 3.25879, 0.46725], [-0.13745, -3.58331, -1.68642], [1.21724, -4.00411, -2.42857], [0.28271, -3.86160, -2.56913], [-0.44609, -0.26481, -4.82113], [-1.13946, -0.97104, -3.78025], [-1.29175, -0.03091, -4.20028], [1.24886, 3.93715, 0.62934], [0.67189, 3.22044, 1.78641], [0.37135, 3.62358, 1.01698], [1.61246, 1.57255, 3.63107], [1.91788, 0.85150, 2.21687], [1.73452, 1.73224, 2.62196], [-0.83577, 2.09499, -2.78630], [-1.43259, 3.46948, -2.54203], [-0.71609, 2.91952, -2.48758]], "atomic_forces_ev_per_a": [[0.40, 0.56, -0.01], [-0.98, 5.27, 0.29], [0.21, -0.59, -2.38], [-5.80, -0.40, 0.56], [3.54, -2.70, -1.66], [1.51, 2.06, 0.57], [0.86, -0.16, 0.33], [2.53, 1.14, 0.10], [-0.52, -0.32, 0.00], [-0.60, 0.10, -0.96], [0.51, -0.68, 1.20], [1.41, -3.48, -0.73], [-0.58, -0.97, -0.48], [0.43, 1.19, 2.44], [1.00, -1.04, 0.63], [-0.23, 1.58, 1.52], [-2.11, 0.92, -1.06], [-0.50, 0.38, -0.14], [-1.38, -1.69, -0.03], [-0.19, -0.20, -0.15], [0.71, 0.01, -0.66], [0.69, 0.03, -0.18], [-1.57, -0.15, 0.28], [0.29, 0.13, 0.36], [0.16, -0.40, 0.20], [-0.42, -0.04, -0.48], [0.59, -0.04, -0.26], [-2.58, -0.15, -0.86], [2.62, -0.83, 1.37], [0.08, 0.05, 1.20], [0.55, 0.30, -1.25], [-0.81, -0.63, 0.03], [1.34, -0.91, -2.10], [0.31, -0.08, 0.30], [-1.62, 1.00, 1.68], [-2.89, 1.76, 1.40], [-1.35, 2.37, -0.59], [4.19, -4.17, -0.88], [-1.86, -0.38, 0.59], [0.82, -1.47, 2.47], [1.34, 1.90, -3.17], [0.49, 0.39, -2.69], [0.36, 0.93, 0.75], [-0.71, -0.60, 2.65], [-1.43, -4.46, -2.16], [-2.99, 1.62, -0.63], [4.15, 2.89, 2.57]], "lowdin_spin": [0.039, 0.008, 0.068, 0.619, 0.062, 0.003, 0.001, 0.043, 0.001, -0.001, 0.000, 0.000, 0.003, 0.002, 0.029, 0.006, 0.030, 0.000, 0.000, 0.000, 0.001, 0.022, 0.013, 0.000, 0.000, 0.000, 0.000, 0.009, 0.028, 0.000, 0.000, 0.004, 0.000, 0.000, 0.000, 0.000, 0.000, 0.002, 0.000, 0.000, 0.000, 0.000, 0.000, 0.003, 0.000, 0.000, 0.003], "s2": 0.754, "orbital_gap_ev": [10.72, 5.84], "e_above_lowest_kcal_mol": 54.8, "spin_multiplicity": 2, "lumo_ha": [-0.11194, -0.29092], "charge": 1}



[3]
{"formula": "C15H60O15", "method": "ωB97M-V/def2-TZVPD", "symbols": ["C", "O", "H", "H", "H", "H", "C", "O", "H", "H", "H", "H", "C", "O", "H", "H", "H", "H", "C", "O", "H", "H", "H", "H", "C", "O", "H", "H", "H", "H", "C", "O", "H", "H", "H", "H", "C", "O", "H", "H", "H", "H", "C", "O", "H", "H", "H", "H", "C", "O", "H", "H", "H", "H", "C", "O", "H", "H", "H", "H", "C", "O", "H", "H", "H", "H", "C", "O", "H", "H", "H", "H", "C", "O", "H", "H", "H", "H", "C", "O", "H", "H", "H", "H", "C", "O", "H", "H", "H", "H"], "coordinates": [[-8.71912, 7.25245, 8.38750], [-9.56035, 6.17971, 7.90470], [-7.83073, 6.78197, 8.78648], [-8.44210, 7.89566, 7.50864], [-9.20898, 7.81248, 9.16445], [-9.83720, 5.69051, 8.69739], [-13.48304, 12.57635, 12.13090], [-14.02326, 13.68708, 11.45956], [-14.23278, 11.83047, 12.42856], [-12.67968, 12.07903, 11.61622], [-13.10354, 13.00708, 13.05512], [-14.29124, 13.53655, 10.54382], [-7.44458, 8.49527, 13.08437], [-8.30225, 8.77638, 11.93137], [-6.96885, 7.55620, 12.83545], [-6.65704, 9.27192, 13.07148], [-7.92634, 8.36843, 14.05952], [-9.23451, 8.71742, 12.21373], [-11.00352, 10.65253, 14.96031], [-10.90052, 10.00642, 13.65034], [-10.09285, 10.56777, 15.54799], [-11.24729, 11.69843, 14.89038], [-11.85303, 10.16068, 15.45965], [-10.27631, 10.49601, 13.10440], [-15.34842, 8.42042, 11.38427], [-15.98658, 8.89185, 10.19424], [-16.05045, 8.46986, 12.20981], [-14.96310, 7.40164, 11.31393], [-14.50816, 9.09099, 11.62400], [-15.35763, 8.69615, 9.48884], [-11.89164, 7.54445, 5.67903], [-11.87312, 7.73075, 7.14388], [-11.52353, 6.54940, 5.39323], [-12.94295, 7.72374, 5.39356], [-11.31649, 8.30181, 5.12629], [-11.01755, 7.32910, 7.44882], [-14.27376, 11.24934, 8.20725], [-14.09358, 12.59727, 8.65515], [-15.30484, 10.99835, 8.50475], [-14.15509, 11.12759, 7.13289], [-13.62697, 10.52707, 8.72857], [-13.30476, 13.00765, 8.26570], [-10.54396, 6.38768, 14.36153], [-10.14240, 5.57367, 15.42738], [-9.87989, 7.27002, 14.37810], [-10.46432, 5.82009, 13.41935], [-11.56454, 6.70077, 14.46148], [-10.59665, 4.71998, 15.41645], [-10.31334, 10.67389, 7.06005], [-9.86809, 11.99206, 7.18016], [-11.37042, 10.76831, 6.75162], [-9.71034, 10.08884, 6.36498], [-10.35699, 10.08457, 7.99025], [-8.93709, 12.14577, 7.33306], [-6.86835, 10.52387, 9.19572], [-7.04372, 11.25470, 8.00554], [-6.07860, 9.79558, 9.10992], [-6.54998, 11.14162, 10.02353], [-7.82803, 10.05276, 9.37217], [-6.36308, 11.94118, 7.99454], [-13.99913, 8.37356, 14.59112], [-13.83376, 9.72854, 14.16034], [-14.08596, 7.66953, 13.75565], [-13.20606, 7.98081, 15.20933], [-14.96751, 8.41713, 15.08909], [-13.03696, 9.89368, 13.62892], [-9.60856, 12.40340, 11.14396], [-9.22878, 11.53033, 12.23305], [-10.28671, 11.93551, 10.43584], [-10.20579, 13.17132, 11.59967], [-8.76075, 12.81955, 10.61812], [-8.74753, 10.75871, 11.88499], [-11.36923, 9.06936, 10.78005], [-11.20535, 8.10796, 11.82800], [-10.37953, 9.49854, 10.57690], [-11.76582, 8.53543, 9.92065], [-12.08775, 9.84982, 10.97077], [-11.26033, 8.46032, 12.74351], [-12.06331, 5.22116, 10.28941], [-12.46072, 5.64743, 11.58739], [-12.42597, 4.16437, 10.25096], [-12.50195, 5.81684, 9.48029], [-10.95976, 5.26977, 10.17231], [-12.11785, 6.53719, 11.74804], [-15.11481, 6.67601, 7.37794], [-14.44521, 7.76961, 8.01945], [-16.11512, 7.00587, 7.11574], [-14.63430, 6.36095, 6.42593], [-15.16821, 5.79384, 8.01073], [-13.48493, 7.64455, 7.86192]], "atomic_forces_ev_per_a": [[0.41, -0.48, -1.26], [-0.26, 0.50, 0.38], [0.46, 0.27, 0.17], [-0.37, -0.58, 0.92], [-0.22, 0.44, 0.27], [0.03, 0.06, -0.47], [-0.78, 0.30, 0.59], [-0.11, 0.63, -0.18], [-0.02, 0.06, -0.24], [0.49, -0.19, -0.48], [0.26, -0.20, 0.15], [0.18, -0.71, 0.12], [0.46, 0.13, -1.35], [-0.40, 0.39, 1.18], [0.27, -0.31, 0.21], [-0.50, -0.30, 0.44], [-0.21, 0.47, -0.37], [0.38, -0.46, -0.17], [-0.47, -0.98, -0.37], [-0.56, -0.03, 1.60], [0.14, -0.29, -0.08], [-0.11, 0.48, -0.40], [0.55, 0.18, -0.05], [0.25, 0.83, -0.26], [0.24, 0.73, -0.25], [0.22, -0.42, 0.52], [-0.17, 0.05, 0.02], [-0.08, -0.14, -0.21], [-0.09, -0.19, 0.17], [-0.12, -0.12, -0.37], [-0.64, 0.52, 0.75], [1.37, -0.50, -1.26], [-0.33, 0.22, 0.18], [0.46, -0.46, 0.01], [0.14, -0.09, 0.52], [-0.90, 0.13, -0.20], [-0.60, -0.09, 0.72], [0.45, 0.15, -0.21], [0.40, -0.01, -0.31], [0.01, 0.12, -0.10], [0.10, 0.30, -0.13], [-0.29, -0.44, 0.08], [0.66, -0.42, -0.68], [0.27, -0.53, 0.95], [-0.35, -0.39, -0.19], [0.10, 0.55, 0.05], [-0.69, 0.35, 0.07], [0.04, 0.41, -0.18], [-0.44, -0.31, 0.21], [-0.68, 1.08, 0.15], [0.57, -0.34, -0.24], [-0.17, -0.01, -0.32], [0.25, 0.36, 0.17], [0.44, -0.87, 0.14], [-0.16, -0.16, 0.08], [0.43, 0.89, -0.40], [0.17, -0.66, -0.28], [-0.37, 0.42, 0.43], [0.04, -0.24, 0.45], [-0.19, -0.18, -0.28], [-0.58, 0.58, -1.05], [0.23, -0.01, -0.02], [-0.06, 0.14, -0.16], [0.27, 0.24, 0.61], [0.25, -0.42, 0.31], [-0.17, -0.53, 0.25], [-0.47, -0.49, 0.63], [0.22, 0.04, -0.80], [0.12, -0.44, -0.23], [0.02, 0.61, 0.20], [0.30, 0.07, 0.00], [0.16, 0.14, -0.05], [0.42, -0.43, 0.31], [-0.20, -0.38, 0.29], [-0.31, 0.12, -0.36], [0.27, -0.13, -0.23], [-0.21, 0.36, 0.53], [-0.10, 0.58, -0.76], [-0.22, -0.60, 0.72], [-0.02, -0.18, -0.37], [0.54, 0.83, -0.45], [-0.16, -0.08, 0.08], [-0.37, -0.27, 0.17], [0.12, 0.21, -0.13], [0.26, 0.22, -0.49], [0.23, -0.62, -0.40], [-0.16, -0.01, 0.15], [-0.02, 0.34, 0.51], [-0.06, -0.05, 0.24], [-0.31, 0.25, 0.06]], "mulliken_charge": [-0.231, -0.635, 0.423, 0.244, -0.079, 0.243, -0.093, -0.623, 0.337, -0.181, 0.211, 0.347, -0.814, -0.434, 0.291, 0.284, 0.273, 0.141, -0.938, -0.201, 0.315, 0.292, 0.306, 0.290, -0.438, -0.530, 0.356, 0.257, 0.144, 0.241, -0.823, -0.298, 0.324, 0.299, 0.263, 0.211, -0.228, -0.537, 0.341, 0.321, -0.163, 0.283, -0.144, -0.611, 0.006, 0.242, 0.029, 0.326, -0.153, -0.570, 0.142, 0.298, -0.047, 0.311, -0.360, -0.520, 0.378, 0.378, -0.149, 0.278, -0.582, -0.508, 0.133, 0.293, 0.351, 0.091, -0.557, -0.587, 0.104, 0.397, 0.283, 0.215, 1.538, 0.804, -0.733, -0.219, -0.485, -0.048, -0.192, -0.577, 0.369, 0.057, 0.021, 0.174, -0.851, -0.258, 0.284, 0.278, 0.305, 0.277], "orbital_gap_ev": 9.71, "e_above_lowest_kcal_mol": 151.8, "spin_multiplicity": 1, "lumo_ha": 0.00929, "charge": 0}